No. 1
Formula: C28H21N5NiS
Source: OMol25
Level of theory: the ωB97M-V functional and the def2-TZVPD basis

- HOMO level (alpha / beta) (Eh) = -0.25921 / -0.27544
- HOMO-LUMO gap (alpha / beta) (eV) = 6.923 / 7.180
- LUMO level (alpha / beta) (Eh) = -0.0048 / -0.0116
- expectation value of S² = 2.01
- spin multiplicity = 3

CARTESIAN COORDINATES (ANGSTROEM)
Ni -0.141 -0.011 -0.114
N 2.297 2.814 -2.318
C 1.450 2.085 -1.567
S 1.158 0.448 -2.041
N 0.882 2.708 -0.553
N 0.160 1.914 0.241
C -0.607 2.442 1.147
C -0.834 3.902 1.260
C -2.117 4.418 1.080
C -2.344 5.783 1.166
C -1.291 6.646 1.433
C -0.011 6.139 1.607
C 0.219 4.776 1.512
C -1.265 1.482 2.033
C -2.193 1.848 3.008
C -2.828 0.866 3.743
C -2.487 -0.462 3.534
C -1.515 -0.743 2.593
N -0.928 0.186 1.848
H 2.715 2.406 -3.130
H 2.518 3.754 -2.035
H -2.935 3.744 0.854
H -3.345 6.170 1.027
H -1.469 7.712 1.502
H 0.811 6.810 1.821
H 1.218 4.381 1.634
H -2.416 2.892 3.165
H -3.587 1.133 4.467
H -2.955 -1.255 4.099
H -1.189 -1.764 2.431
C -4.365 0.398 -0.704
C -4.746 -0.928 -0.537
C -3.782 -1.916 -0.469
C -2.428 -1.576 -0.514
C -2.027 -0.235 -0.656
C -3.017 0.734 -0.779
C -1.349 -2.557 -0.339
C -1.541 -3.959 -0.364
C -0.479 -4.796 -0.204
C 0.818 -4.266 -0.025
C 1.977 -5.061 0.105
C 3.200 -4.480 0.287
C 3.320 -3.078 0.355
C 2.217 -2.282 0.226
C 0.942 -2.856 0.018
N -0.142 -2.041 -0.133
H -5.122 1.172 -0.770
H -5.795 -1.187 -0.458
H -4.089 -2.952 -0.356
H -2.739 1.772 -0.939
H -2.533 -4.358 -0.517
H -0.620 -5.870 -0.213
H 1.885 -6.139 0.045
H 4.086 -5.095 0.382
H 4.296 -2.634 0.498
H 2.288 -1.203 0.239


No. 2
Formula: C13H36O5
Source: OMol25
Level of theory: the ωB97M-V functional and the def2-TZVPD basis

- HOMO level (alpha / beta) (Eh) = 0.02431 / -0.26210
- HOMO-LUMO gap (alpha / beta) (eV) = 2.210 / 9.865
- LUMO level (alpha / beta) (Eh) = 0.1055 / 0.1004
- expectation value of S² = 0.75
- spin multiplicity = 2
- net charge = -1

CARTESIAN COORDINATES (ANGSTROEM)
C -0.563 -1.076 -1.236
O 0.848 -1.065 -0.995
H -0.699 -0.705 -2.252
H -0.969 -2.085 -1.169
H -1.120 -0.437 -0.550
H 1.140 -0.168 -0.814
C -3.480 0.793 -1.663
C -3.541 1.854 -2.737
C -2.111 2.298 -3.120
O -4.129 1.220 -3.866
H -2.737 0.957 -0.883
H -3.161 -0.183 -2.030
H -4.427 0.650 -1.142
H -4.092 2.715 -2.359
H -2.245 3.016 -3.929
H -1.516 1.440 -3.433
H -1.545 2.750 -2.306
H -4.942 0.838 -3.526
C 2.141 -1.270 2.154
C 2.766 -2.587 1.651
C 2.888 -3.583 2.758
O 1.879 -3.142 0.775
H 2.629 -0.877 3.045
H 1.077 -1.419 2.341
H 2.169 -0.591 1.302
H 3.730 -2.366 1.192
H 3.331 -4.468 2.301
H 1.923 -3.889 3.160
H 3.643 -3.257 3.473
H 1.721 -2.417 0.166
C 4.087 1.091 -0.597
C 2.922 1.694 -1.354
C 2.779 1.089 -2.749
O 1.785 1.494 -0.604
H 3.966 0.036 -0.348
H 4.248 1.608 0.350
H 5.006 1.173 -1.178
H 3.092 2.769 -1.410
H 3.657 1.098 -3.395
H 2.001 1.623 -3.294
H 2.499 0.038 -2.676
H 1.781 2.129 0.117
C -2.660 -1.025 1.996
C -2.279 0.073 3.029
C -1.730 1.366 2.338
O -3.368 0.387 3.866
H -3.423 -0.696 1.290
H -3.218 -1.878 2.384
H -1.789 -1.437 1.486
H -1.471 -0.288 3.666
H -1.210 2.061 2.998
H -2.585 1.913 1.940
H -1.064 1.146 1.504
H -3.636 -0.409 4.330


Here are the calculated E numbers, same order: -3259.9205 -893.0246 (Eh).